Entry 1:
A molecular structure, C36H52MnNO5SeSiTe at a distorted geometry, computed with ωB97M-V with the def2-TZVPD basis set.

Cartesian coordinates (Å):
Mn (0.296, 0.838, 0.088)
C (-0.726, -1.907, -1.137)
C (0.224, -2.587, -0.157)
O (0.872, -1.630, 0.670)
C (0.881, -1.921, 2.060)
C (0.605, -0.661, 2.866)
O (-0.524, -0.052, 2.272)
C (-1.063, 1.086, 2.922)
C (-2.358, 1.398, 2.174)
O (-2.123, 1.271, 0.782)
C (-3.117, 0.608, 0.023)
C (-2.421, -0.188, -1.067)
O (-1.440, -0.949, -0.382)
H (-1.405, -2.661, -1.551)
H (-0.185, -1.429, -1.957)
H (0.969, -3.159, -0.719)
H (-0.348, -3.276, 0.468)
H (1.857, -2.322, 2.352)
H (0.105, -2.658, 2.282)
H (1.468, 0.011, 2.841)
H (0.394, -0.945, 3.904)
H (-0.371, 1.931, 2.861)
H (-1.282, 0.869, 3.973)
H (-2.684, 2.415, 2.408)
H (-3.132, 0.690, 2.484)
H (-3.812, 1.334, -0.410)
H (-3.675, -0.083, 0.664)
H (-1.951, 0.470, -1.805)
H (-3.141, -0.840, -1.574)
C (0.744, 5.583, -2.011)
Si (1.143, 5.117, -0.219)
C (3.011, 5.151, 0.038)
C (0.266, 6.304, 0.968)
Se (0.180, 3.097, 0.322)
H (0.994, 6.632, -2.184)
H (-0.314, 5.438, -2.230)
H (1.323, 4.978, -2.710)
H (3.428, 6.108, -0.288)
H (3.499, 4.351, -0.521)
H (3.267, 5.010, 1.086)
H (0.643, 7.323, 0.862)
H (0.414, 5.988, 2.002)
H (-0.808, 6.310, 0.780)
C (9.196, -4.438, 1.941)
C (8.035, -3.543, 1.604)
C (7.278, -3.736, 0.459)
C (6.194, -2.920, 0.151)
C (5.426, -3.204, -1.117)
C (5.841, -1.866, 1.002)
Te (4.081, -0.663, 0.495)
N (2.004, 0.649, -0.639)
C (1.640, 0.559, -1.888)
O (0.383, 0.703, -2.152)
C (2.568, 0.382, -3.041)
C (3.469, -0.670, -3.154)
C (4.300, -0.754, -4.261)
C (4.246, 0.213, -5.253)
C (3.315, 1.239, -5.167)
C (2.468, 1.312, -4.073)
C (5.167, 1.174, 0.666)
C (6.259, 1.417, -0.171)
C (6.656, 0.478, -1.279)
C (7.010, 2.577, 0.010)
C (6.733, 3.478, 1.023)
C (7.552, 4.725, 1.215)
C (5.636, 3.225, 1.837)
C (4.826, 2.116, 1.649)
C (3.595, 1.979, 2.496)
C (6.591, -1.671, 2.173)
C (6.262, -0.593, 3.169)
C (7.671, -2.503, 2.448)
H (9.336, -5.203, 1.177)
H (9.031, -4.937, 2.897)
H (10.119, -3.863, 2.026)
H (7.538, -4.543, -0.218)
H (5.784, -4.123, -1.581)
H (5.549, -2.386, -1.831)
H (4.359, -3.315, -0.914)
H (3.501, -1.429, -2.384)
H (4.985, -1.588, -4.355)
H (4.926, 0.167, -6.094)
H (3.239, 1.975, -5.957)
H (1.712, 2.083, -4.002)
H (5.792, -0.087, -1.626)
H (7.411, -0.232, -0.932)
H (7.070, 1.034, -2.121)
H (7.838, 2.774, -0.662)
H (8.428, 4.727, 0.568)
H (7.889, 4.819, 2.248)
H (6.950, 5.607, 0.985)
H (5.404, 3.918, 2.640)
H (3.373, 2.916, 3.007)
H (3.718, 1.195, 3.247)
H (2.750, 1.733, 1.857)
H (5.188, -0.573, 3.363)
H (6.547, 0.387, 2.788)
H (6.789, -0.765, 4.108)
H (8.243, -2.335, 3.355)

Its lowest unoccupied orbital energy (spin up / spin down) is -0.486 / 0.423 eV. The value obtained for the total energy is -5943.86755 a.u. The largest force on an atom comes out at 2.5 eV Å⁻¹. The gap between HOMO and LUMO (spin up / spin down) comes out at 6.59 / 7.56 eV. The multiplicity is 5. Its expectation value of S² is 6.43.


Entry 2:
A molecular structure, C36H52N3OP2SSr at a distorted geometry, computed with ωB97M-V with the def2-TZVPD basis set.

Cartesian coordinates (Å):
C (-1.781, 2.111, 0.759)
C (-0.997, 2.411, -1.445)
C (-2.595, 3.243, 0.686)
C (-1.696, 3.665, -1.483)
C (-2.517, 4.060, -0.439)
H (-3.284, 3.458, 1.514)
H (-1.477, 4.335, -2.325)
H (-3.085, 4.998, -0.463)
N (-1.079, 1.642, -0.288)
P (-0.272, 0.476, 2.651)
P (-0.115, 0.150, -2.937)
C (-1.730, 1.450, 2.127)
H (-1.812, 2.247, 2.875)
H (-2.615, 0.823, 2.264)
C (-0.439, 1.875, -2.650)
H (0.068, 2.620, -3.239)
C (1.681, -0.161, -3.810)
C (-1.695, 0.011, -4.089)
C (0.712, 1.837, 3.544)
C (-1.018, -0.827, 3.840)
C (2.710, -0.848, -2.888)
H (2.374, -1.829, -2.530)
H (3.607, -1.023, -3.496)
H (3.017, -0.226, -2.038)
C (1.458, -1.078, -5.031)
H (1.070, -2.058, -4.710)
H (0.773, -0.645, -5.778)
H (2.434, -1.253, -5.518)
C (2.228, 1.205, -4.227)
H (3.189, 1.069, -4.748)
H (1.568, 1.749, -4.915)
H (2.433, 1.846, -3.360)
C (-1.892, -1.454, -4.476)
H (-2.039, -2.072, -3.584)
H (-2.791, -1.548, -5.094)
H (-1.051, -1.871, -5.028)
C (-2.926, 0.485, -3.295)
H (-2.951, 0.077, -2.279)
H (-2.981, 1.577, -3.221)
H (-3.841, 0.144, -3.797)
C (-1.395, 0.968, -5.249)
H (-0.805, 1.840, -4.922)
H (-0.844, 0.493, -6.067)
H (-2.327, 1.381, -5.650)
C (0.134, -1.648, 4.452)
H (-0.280, -2.485, 5.038)
H (0.790, -2.067, 3.676)
H (0.749, -1.046, 5.134)
C (-1.926, -1.750, 2.998)
H (-2.731, -1.194, 2.498)
H (-1.357, -2.302, 2.238)
H (-2.400, -2.491, 3.663)
C (-1.866, -0.210, 4.965)
H (-2.366, -1.029, 5.509)
H (-1.265, 0.334, 5.704)
H (-2.652, 0.456, 4.582)
C (0.912, 2.977, 2.525)
H (1.820, 3.553, 2.772)
H (1.047, 2.605, 1.501)
H (0.072, 3.695, 2.516)
C (2.077, 1.255, 3.942)
H (2.590, 0.825, 3.073)
H (2.709, 2.059, 4.349)
H (1.988, 0.483, 4.714)
C (0.012, 2.437, 4.781)
H (-1.006, 2.806, 4.569)
H (-0.028, 1.740, 5.630)
H (0.602, 3.312, 5.115)
Sr (0.699, -0.476, -0.126)
C (-2.047, -1.656, -0.837)
O (-3.101, -2.124, -0.800)
N (2.668, 1.367, 0.128)
C (3.454, 2.233, -0.012)
C (3.837, 3.478, -0.644)
C (5.119, 4.028, -0.483)
C (2.895, 4.087, -1.488)
C (5.378, 5.303, -1.005)
H (5.849, 3.392, 0.018)
C (3.162, 5.367, -2.002)
H (1.978, 3.543, -1.734)
C (4.386, 5.975, -1.722)
H (6.353, 5.770, -0.854)
H (2.377, 5.868, -2.593)
H (4.558, 6.985, -2.055)
S (2.070, -3.055, 0.675)
C (0.760, -4.127, 0.891)
N (0.628, -4.832, 2.074)
C (-0.540, -5.459, 2.439)
C (-1.555, -5.568, 1.507)
C (-1.455, -4.874, 0.293)
C (-0.276, -4.242, -0.047)
H (1.395, -4.780, 2.748)
H (-0.595, -5.834, 3.449)
H (-2.415, -6.190, 1.719)
H (-2.310, -4.839, -0.380)
H (-0.120, -3.768, -1.017)

Its lowest unoccupied orbital energy is -3.195 eV. The value obtained for the total energy is -2753.90173 a.u. The largest force on an atom comes out at 3.8 eV Å⁻¹. The gap between HOMO and LUMO comes out at 4.80 eV. The energy relative to the best compared isomer or geometry (same formula, charge and spin) is 0.145 eV. Its charge is +1.